A structure of composition C5H15N2O. Source: OMol25; level of theory: ωB97M-V/def2-TZVPD.

Geometry as XYZ:
```
23
Properties=species:S:1:pos:R:3:mulliken_charge:R:1
C 2.71 -0.75 -0.43 -1.45
C 1.33 -0.10 -0.30 0.52
C 0.74 -0.27 1.12 -1.11
C -0.53 0.51 1.29 -0.59
C -1.75 -0.29 0.89 -0.70
N -2.60 0.53 0.16 -0.15
N 0.36 -0.78 -1.21 -0.53
H 3.39 -0.03 -0.90 0.37
H 3.22 -0.73 0.53 0.37
H 2.66 -1.73 -0.84 0.40
H 1.45 0.96 -0.53 0.29
H 0.59 -1.34 1.32 0.35
H 1.55 0.01 1.79 0.49
H -0.73 0.95 2.28 0.43
H -2.27 -0.70 1.76 0.41
H -1.40 -1.19 0.29 0.49
H -2.09 1.21 -0.49 0.34
H -3.39 0.03 -0.25 0.30
H -0.47 -0.18 -1.33 0.26
H 0.80 -0.72 -2.13 0.37
H -0.51 1.37 0.59 0.47
H -1.74 1.93 -2.10 0.28
O -1.31 1.28 -1.52 -0.62
```

The frontier orbital gap is 5.0 eV. The total energy comes out at -10443.3250 eV. As for the energy relative to the best compared isomer or geometry (same formula, charge and spin): 166.9 kcal/mol. As for the HOMO energy: -13.99 eV. Its net charge is +1. The spin multiplicity is 1.